Molecular formula: C21H40GeN2S5Sn
Method: DFT, wB97M-V/def2-TZVPD

Properties
frontier orbital gap: 0.2707 Eh
energy relative to the best compared isomer or geometry (same formula, charge and spin): 0.2 kcal/mol
spin multiplicity: 1
E_LUMO: 0.012 Ha
highest occupied orbital energy: -0.25906 Ha

Last column: Mulliken charge in e.
Atoms and positions in Å:
Sn1 0.26 -0.50 -0.44  0.904
C1 1.24 3.60 1.31  -2.452
C2 0.70 3.10 -0.02  1.248
C3 -0.68 2.98 -0.23  1.259
C4 -1.65 3.41 0.86  -2.123
C5 -1.16 2.50 -1.45  0.838
C6 -2.64 2.30 -1.65  -2.270
C7 -0.26 2.24 -2.50  1.238
C8 -0.80 1.81 -3.84  -2.088
C9 1.11 2.42 -2.30  0.780
C10 2.07 2.24 -3.46  -2.371
C11 1.59 2.77 -1.04  1.455
C12 3.08 2.82 -0.79  -2.447
H1 0.45 3.95 1.96  0.453
H2 1.94 4.42 1.15  0.475
H3 1.77 2.80 1.83  0.329
H4 -1.58 4.49 1.02  0.434
H5 -1.43 2.91 1.80  0.184
H6 -2.68 3.18 0.60  0.432
H7 -3.17 3.25 -1.68  0.394
H8 -3.06 1.70 -0.83  0.368
H9 -2.86 1.77 -2.57  0.434
H10 -0.02 1.68 -4.58  0.422
H11 -1.51 2.54 -4.24  0.432
H12 -1.33 0.85 -3.76  0.167
H13 2.15 1.19 -3.76  0.335
H14 3.06 2.59 -3.21  0.465
H15 1.73 2.82 -4.32  0.484
H16 3.53 3.71 -1.23  0.426
H17 3.57 1.94 -1.22  0.484
H18 3.31 2.82 0.27  0.433
S1 0.59 -3.23 -2.72  -0.076
S2 1.62 -3.95 -1.13  -0.043
S3 3.30 -2.79 -0.95  -0.161
S4 2.72 -1.01 -0.05  -0.369
C13 -2.53 -3.84 -0.11  -1.197
Ge1 -2.35 -2.86 -1.81  0.582
C14 -2.62 -4.19 -3.24  -1.245
C15 -3.76 -1.48 -1.95  -1.181
C16 -0.55 -2.00 -2.01  -0.479
H19 -3.38 -4.51 -0.17  0.430
H20 -2.68 -3.16 0.73  0.347
H21 -1.63 -4.42 0.08  0.292
H22 -3.65 -4.55 -3.19  0.392
H23 -1.95 -5.04 -3.11  0.369
H24 -2.44 -3.76 -4.23  0.373
H25 -4.74 -1.97 -1.97  0.441
H26 -3.65 -0.90 -2.87  0.327
H27 -3.73 -0.79 -1.11  0.266
H28 -0.67 -1.29 -2.85  -0.254
C17 -0.37 0.74 3.29  -0.913
N1 0.59 -0.30 3.67  0.321
C18 1.03 -0.22 5.06  -1.372
C19 0.70 -1.43 2.94  0.184
S5 -0.49 -1.83 1.77  -0.301
N2 1.75 -2.22 3.17  0.253
C20 3.03 -1.69 3.64  -1.231
C21 1.84 -3.58 2.68  -0.856
H29 -0.09 1.66 3.81  0.488
H30 -1.39 0.47 3.57  0.298
H31 -0.33 0.91 2.22  -0.043
H32 0.17 0.04 5.68  0.441
H33 1.79 0.54 5.19  0.349
H34 1.41 -1.18 5.39  0.450
H35 3.01 -0.61 3.67  0.358
H36 3.80 -2.00 2.93  0.436
H37 3.28 -2.09 4.63  0.337
H38 0.86 -3.99 2.48  0.329
H39 2.34 -4.19 3.44  0.349
H40 2.43 -3.63 1.77  0.190